Version P
{
  "formula": "C2H5S",
  "method": "wB97M-V/def2-TZVPD",
  "orbital_gap_ev": 6.483,
  "lumo_energy_ev": 4.032,
  "e_homo_ev": -2.451,
  "total_charge": -1,
  "species": ["S", "H", "C", "C", "H", "H", "H", "H"],
  "coordinates": [[0.432, 3.111, -0.692], [1.694, 2.702, -0.475], [-0.609, -0.385, 0.038], [-0.052, -1.528, 0.420], [-1.683, -0.249, 0.136], [-0.134, 0.401, -0.540], [1.025, -1.667, 0.452], [-0.674, -2.383, 0.661]],
  "lowdin_charge": [-0.356, -0.491, -0.095, -0.114, 0.041, -0.039, 0.031, 0.022]
}

Version Q
{
  "formula": "C2H5S",
  "method": "wB97M-V/def2-TZVPD",
  "orbital_gap_ev": 5.944,
  "lumo_energy_ev": 3.673,
  "e_homo_ev": -2.272,
  "total_charge": -1,
  "species": ["S", "H", "C", "C", "H", "H", "H", "H"],
  "coordinates": [[2.352, -2.767, 2.607], [1.386, -3.682, 2.286], [-0.677, 1.346, -0.188], [-0.601, 0.952, -1.458], [0.172, 1.825, 0.274], [-1.544, 1.011, 0.359], [0.321, 0.968, -2.025], [-1.409, 0.347, -1.855]],
  "lowdin_charge": [-0.492, -0.506, -0.073, -0.093, 0.045, 0.043, 0.040, 0.036]
}

What is the stability order? It is version P, version Q, from most stable to least stable.

Version P
{
  "formula": "C4H10NOP",
  "method": "wB97M-V/def2-TZVPD",
  "orbital_gap_ev": [7.221, 7.223],
  "lumo_energy_ev": [0.221, 0.221],
  "smiles": "[H]/N=C/[P@](=C)(C)OC",
  "e_homo_ev": [-7.001, -7.002],
  "total_charge": 0,
  "species": ["C", "C", "C", "C", "N", "O", "P", "H", "H", "H", "H", "H", "H", "H", "H", "H", "H"],
  "coordinates": [[-1.977, -0.656, 1.246], [0.592, -1.374, -0.441], [1.520, 1.446, 0.677], [-1.279, 0.586, -1.219], [1.763, -1.547, 0.005], [0.146, 1.026, 0.984], [-0.490, -0.206, 0.219], [-2.604, -1.253, 0.532], [-1.707, -0.931, 2.310], [0.096, -1.772, -1.390], [1.856, 2.115, 1.350], [1.570, 2.070, -0.269], [2.272, 0.693, 0.539], [-0.464, 1.063, -1.684], [-1.739, -0.219, -1.840], [-1.858, 1.299, -0.738], [2.304, -2.341, -0.281]],
  "lowdin_charge": [-0.212, -0.358, -0.086, -0.172, 0.057, -0.290, 0.647, -0.039, -0.027, 0.110, 0.038, 0.105, 0.054, 0.026, 0.074, 0.025, 0.048]
}

Version Q
{
  "formula": "C4H10NOP",
  "method": "wB97M-V/def2-TZVPD",
  "orbital_gap_ev": 8.969,
  "lumo_energy_ev": 0.893,
  "e_homo_ev": -8.076,
  "total_charge": 0,
  "species": ["C", "C", "C", "C", "N", "O", "P", "H", "H", "H", "H", "H", "H", "H", "H", "H", "H"],
  "coordinates": [[-0.107, -2.307, 0.047], [-1.187, 1.683, 0.091], [1.054, -0.280, 1.620], [-0.499, 1.048, -1.120], [0.713, -1.734, -0.713], [0.962, 0.866, -0.961], [1.625, -0.327, -0.111], [-0.547, -3.136, -0.431], [-2.193, 1.479, -0.104], [-0.804, 2.710, 0.033], [-0.869, 1.333, 0.949], [0.178, -0.939, 1.605], [1.761, -0.896, 2.182], [0.707, 0.722, 2.051], [-0.680, 1.586, -1.989], [-0.923, 0.019, -1.314], [0.809, -1.827, -1.835]],
  "lowdin_charge": [-0.103, -0.044, -0.308, -0.243, -0.293, -0.418, 0.829, -0.005, 0.071, 0.100, -0.018, -0.023, 0.032, 0.069, 0.085, 0.105, 0.164]
}

What is the stability order? It is version Q, version P, from most stable to least stable.